This record from the OMol25 dataset describes one molecule with the formula C28H29ClN6O5. The level of theory is ωB97M-V with the def2-TZVPD basis set.

Last column: natural (NBO) charge in e.
CARTESIAN COORDINATES (ANGSTROEM)
C1 -7.974 -0.228 1.063  -0.25
H1 -7.750 0.827 1.252  0.18
O1 -6.835 -1.037 1.233  -0.49
C2 -5.760 -0.831 0.429  0.31
C3 -4.671 -1.682 0.642  -0.26
C4 -3.528 -1.557 -0.112  -0.15
C5 -3.445 -0.573 -1.098  -0.15
C6 -4.529 0.271 -1.314  -0.15
C7 -5.679 0.147 -0.560  -0.28
H2 -6.504 0.815 -0.749  0.21
H3 -4.453 1.029 -2.078  0.23
C8 -2.233 -0.392 -1.859  0.29
N1 -1.101 -1.068 -1.674  -0.28
N2 -0.284 -0.500 -2.539  -0.01
N3 -0.859 0.452 -3.230  -0.03
N4 -2.072 0.540 -2.825  -0.26
C9 1.077 -0.896 -2.710  -0.32
H4 1.220 -1.868 -2.228  0.26
H5 1.284 -0.990 -3.780  0.26
C10 2.140 0.071 -2.169  0.70
O2 3.103 0.335 -2.869  -0.64
N5 2.008 0.555 -0.921  -0.42
C11 1.032 0.125 0.050  -0.30
C12 -0.186 1.014 0.139  0.05
C13 -0.393 2.093 -0.708  -0.24
C14 -1.538 2.865 -0.607  -0.19
C15 -2.497 2.565 0.343  -0.21
C16 -2.312 1.492 1.197  -0.22
C17 -1.163 0.731 1.088  -0.06
Cl1 -0.949 -0.617 2.146  0.00
H6 -3.056 1.237 1.936  0.23
H7 -3.394 3.159 0.418  0.22
H8 -1.681 3.692 -1.284  0.22
H9 0.338 2.326 -1.467  0.23
H10 0.710 -0.897 -0.165  0.25
H11 1.524 0.110 1.028  0.24
C18 3.062 1.452 -0.418  -0.19
C19 2.500 2.581 0.376  0.25
C20 2.129 2.710 1.683  -0.27
C21 1.637 4.029 1.824  -0.31
C22 1.742 4.602 0.596  0.09
O3 2.264 3.738 -0.287  -0.40
H12 1.494 5.580 0.235  0.20
H13 1.260 4.481 2.718  0.23
H14 2.224 1.975 2.454  0.25
H15 3.570 1.861 -1.299  0.28
C23 4.045 0.568 0.380  0.69
O4 4.186 0.635 1.582  -0.63
N6 4.685 -0.301 -0.419  -0.61
H16 4.445 -0.321 -1.401  0.43
C24 5.421 -1.436 0.083  -0.24
H17 6.145 -1.727 -0.679  0.21
H18 5.949 -1.137 0.992  0.23
C25 4.497 -2.623 0.415  0.09
C26 3.872 -2.573 1.825  -0.45
H19 4.465 -3.154 2.529  0.21
C27 2.465 -3.156 1.626  -0.44
H20 1.698 -2.425 1.879  0.21
C28 2.432 -3.483 0.125  -0.07
H21 2.695 -4.538 -0.043  0.16
H22 1.466 -3.286 -0.342  0.18
O5 3.397 -2.653 -0.483  -0.55
H23 2.296 -4.049 2.224  0.21
H24 3.829 -1.545 2.178  0.24
H25 5.071 -3.559 0.306  0.17
H26 -2.687 -2.212 0.052  0.23
H27 -4.753 -2.433 1.412  0.23
H28 -8.696 -0.578 1.799  0.20
H29 -8.398 -0.336 0.060  0.18

As for the SMILES: COc1ccc(-c2nnn(CC(=O)N(Cc3ccccc3Cl)[C@H](C(=O)NC[C@H]3CCCO3)c3ccco3)n2)cc1. The multiplicity is 1. As for the gap between HOMO and LUMO: 9.0013 eV. Its net charge is 0. Its HOMO energy is -8.320 eV. The lowest unoccupied orbital energy comes out at 0.0251 Ha. For the total energy, the calculation gives -2249.30893 Ha.

***

This record from the OMol25 dataset describes C28H29CoIN6O5S2 as an isolated structure. The level of theory is ωB97M-V with the def2-TZVPD basis set.

Last column: Mulliken spin population.
CARTESIAN COORDINATES (ANGSTROEM)
Co1 0.195 1.174 0.337  1.95
C1 3.897 -0.655 1.283  -0.01
C2 2.642 -0.137 0.644  0.18
N1 1.610 0.374 1.346  0.10
N2 1.865 0.834 2.635  0.01
C3 1.629 2.132 2.901  0.01
N3 1.675 2.555 4.188  0.01
S1 1.424 3.230 1.661  0.07
C4 2.458 -0.049 -0.737  0.21
C5 3.308 -0.622 -1.716  0.08
C6 3.066 -0.397 -3.039  0.00
C7 1.945 0.371 -3.403  0.16
C8 1.139 0.882 -2.411  -0.05
N4 1.373 0.723 -1.113  0.11
H1 3.831 -0.627 2.368  0.01
H2 4.745 -0.040 0.977  0.01
H3 4.088 -1.681 0.966  0.01
H4 1.861 0.156 3.393  0.00
H5 1.492 1.914 4.944  0.00
H6 1.383 3.509 4.329  0.00
H7 4.137 -1.233 -1.390  0.02
H8 3.729 -0.781 -3.800  0.00
H9 1.708 0.558 -4.437  0.01
H10 0.273 1.469 -2.680  0.01
C9 -2.543 5.934 -3.476  0.00
O1 -3.189 4.739 -3.852  0.00
C10 -2.900 3.609 -3.160  0.00
C11 -3.641 2.462 -3.501  0.01
C12 -3.426 1.280 -2.842  -0.01
C13 -2.448 1.145 -1.846  0.00
C14 -2.186 -0.111 -1.163  0.01
C15 -3.206 -1.214 -1.266  0.01
O2 -1.169 -0.329 -0.504  0.06
C16 -1.686 2.304 -1.498  0.00
O3 -0.779 2.341 -0.590  0.02
C17 -1.947 3.521 -2.173  0.01
H11 -2.929 6.701 -4.144  0.00
H12 -1.458 5.858 -3.593  0.00
H13 -2.775 6.202 -2.441  0.00
H14 -4.377 2.551 -4.285  0.00
H15 -4.025 0.427 -3.122  0.00
H16 -3.507 -1.385 -2.294  0.00
H17 -4.081 -0.929 -0.685  0.00
H18 -2.776 -2.122 -0.853  0.00
H19 -1.344 4.361 -1.870  0.00
C18 1.808 -3.847 -3.063  0.00
N5 2.331 -4.017 -1.741  0.00
C19 3.533 -4.595 -1.409  0.00
C20 3.628 -4.608 -0.064  0.00
N6 2.479 -4.035 0.430  0.00
C21 1.664 -3.671 -0.602  0.00
S2 0.192 -2.942 -0.482  0.00
H20 1.598 -4.817 -3.521  0.00
H21 2.513 -3.300 -3.690  0.00
H22 0.879 -3.281 -2.972  0.00
H23 4.206 -4.959 -2.158  0.00
H24 4.407 -4.969 0.572  0.00
H25 2.216 -3.939 1.394  0.00
I1 -2.371 -2.605 7.604  0.00
C22 -2.291 -1.503 5.796  0.00
C23 -1.063 -1.052 5.351  0.00
C24 -1.014 -0.346 4.167  0.00
C25 -2.160 -0.087 3.427  0.00
C26 -3.382 -0.549 3.898  0.00
C27 -3.452 -1.258 5.085  0.00
C28 -2.038 0.664 2.111  0.01
O4 -3.011 0.808 1.391  0.01
O5 -0.847 1.103 1.906  0.00
H26 -0.163 -1.247 5.917  0.00
H27 -0.078 0.016 3.785  -0.01
H28 -4.270 -0.346 3.322  0.00
H29 -4.399 -1.617 5.456  0.00

The calculation puts the energy above the lowest of the compared OMol25 structures with the same formula, charge and spin at 284.2 kJ/mol. The multiplicity is 4. As for the gap between HOMO and LUMO (spin up / spin down): 5.4593 / 7.1006 eV. Its net charge is 0. Its HOMO energy (spin up / spin down) is -6.313 / -7.504 eV. The lowest unoccupied orbital energy (spin up / spin down) comes out at -0.0314 / -0.0148 Ha. For the total energy, the calculation gives -4265.97199 Ha.